{"formula": "CHFO2Pb", "method": "wB97M-V/def2-TZVPD", "energy_ev": -13087.31658, "fmax_ev_per_a": 8.21, "charge": 2, "homo_ev": -22.27, "orbital_gap_ev": 9.66, "lumo_ev": -12.61, "relative_energy_kj_mol": 110.2, "symbols": ["F", "O", "Pb", "O", "H", "C"], "coordinates": [[-1.8377, 1.6728, 0.2908], [-0.5402, 0.1333, -0.4758], [1.9392, 1.3640, 0.6467], [0.1746, 1.5870, -0.3523], [-2.4416, -0.4836, 0.1018], [-1.7162, 0.2763, -0.2080]]}



{"formula": "C25H54BF4N8O8", "method": "wB97M-V/def2-TZVPD", "energy_ev": -66644.08973, "fmax_ev_per_a": 0.65, "charge": 1, "homo_ev": -10.45, "orbital_gap_ev": 8.06, "lumo_ev": -2.39, "symbols": ["F", "O", "C", "C", "F", "O", "H", "H", "H", "C", "H", "H", "H", "H", "N", "C", "N", "F", "H", "H", "H", "H", "C", "H", "H", "C", "H", "C", "H", "H", "C", "N", "H", "C", "H", "C", "H", "H", "O", "C", "H", "H", "H", "C", "H", "B", "H", "H", "H", "C", "H", "H", "H", "C", "H", "C", "C", "H", "C", "N", "O", "C", "C", "H", "F", "N", "H", "N", "H", "H", "C", "H", "H", "C", "N", "C", "H", "O", "H", "H", "C", "H", "H", "H", "H", "C", "H", "N", "H", "H", "O", "H", "H", "H", "H", "H", "O", "H", "O", "C"], "coordinates": [[4.5276, 6.0805, -3.8992], [-1.3293, 1.3593, 1.3600], [-10.1601, -1.3037, -0.3800], [-8.3379, 0.2856, -0.7580], [2.8706, 6.2102, -1.6606], [-7.1736, 0.5949, -0.9411], [7.6331, 2.9281, -2.3064], [5.1583, 6.9738, -2.2158], [-5.0800, 0.7225, 1.6128], [10.4351, 2.2233, -2.5451], [-7.2750, -2.0556, -1.6140], [10.1317, 3.2432, -2.7744], [5.8792, 0.5205, -2.9014], [-6.1099, -10.4929, 2.5795], [1.0959, 0.8204, -0.3116], [5.0637, 2.3701, -2.1870], [-5.0547, -9.5483, 1.0292], [4.3048, 4.9829, -0.5914], [-4.5551, -0.7006, -0.4112], [8.6323, 3.6730, 2.7302], [-8.2886, -3.0027, -0.5027], [-5.1277, -4.9587, 3.4413], [7.9562, 4.1909, 3.4100], [-8.4919, -4.4865, 1.9164], [-7.0312, -1.9159, 0.1275], [-6.0986, -2.5559, 2.6368], [6.5846, 6.5952, 3.8340], [9.6609, 1.2033, -3.3330], [-10.2913, -1.8135, 0.5765], [4.6468, 3.6551, -3.9726], [-4.0256, 0.9437, 1.7528], [-8.7649, -0.9793, -0.5990], [3.4689, 2.4156, -3.5749], [6.1106, 4.1694, 1.8722], [-5.5825, -11.5488, 1.2507], [7.5268, 1.8712, -2.5717], [11.4926, 2.1042, -2.7668], [1.6003, 2.8072, -1.8940], [10.1029, 0.1499, -3.6724], [3.2908, 2.2834, -0.5811], [-4.6037, -7.5590, 0.8514], [8.5163, 4.9134, 3.9974], [3.6054, 1.2505, 1.7616], [3.8568, 5.3097, -1.7961], [-5.2586, -4.9567, 1.6797], [2.3329, 1.3175, 0.2845], [-9.1469, 1.0316, -0.7017], [-6.8332, -1.7317, 2.6960], [3.9115, 2.8275, 0.1326], [4.9626, 5.9827, -2.6292], [5.5481, 3.0426, -1.4789], [-6.9553, -10.4411, 1.0327], [-6.4465, -5.8472, 2.6453], [-2.0224, 0.9621, 0.4254], [3.7117, 0.8572, -2.0153], [2.4290, 3.2763, -1.3650], [4.1502, 3.1534, -3.1469], [7.7084, 6.8238, 2.4821], [-8.1054, -3.9368, 2.7776], [4.2148, 1.4842, -1.3930], [-6.3714, -7.8750, 1.8077], [6.7905, 6.3251, 2.7975], [-3.8388, -9.9508, 0.3523], [-10.5338, -1.9515, -1.1749], [6.0867, 5.2479, -2.5939], [-3.3312, 0.7317, 0.4905], [-3.4540, 0.1499, -1.5127], [-6.6712, -3.7699, 2.6731], [-10.7500, -0.3894, -0.3703], [7.5115, 3.4500, 4.0735], [-7.7841, -2.0506, -0.6497], [-8.5859, -2.9597, 2.8175], [0.3958, 0.7946, 0.4433], [-5.8321, -4.9587, 2.6081], [6.9189, 4.8877, 2.6613], [-4.1053, 0.2646, -0.6466], [-3.9054, 1.9767, 2.0808], [2.6819, 1.0432, 1.5662], [5.9681, 6.6791, 2.1780], [-3.6194, 0.2861, 2.5198], [-5.3629, -8.2589, 1.2415], [-1.5955, 0.7730, -0.5742], [6.0124, 1.8188, -4.0695], [-4.0717, -10.5184, -0.5504], [1.2425, -0.1642, -0.5385], [-5.9789, -10.5679, 1.5001], [-8.3638, -4.4894, 3.6824], [3.2272, 4.0990, -2.4026], [-3.2686, -9.0675, 0.0713], [10.3042, 2.0375, -1.4773], [6.1687, 2.9589, 1.7146], [-3.2225, -10.5706, 1.0059], [-4.8981, 0.9684, -0.8826], [1.9969, 3.9975, -0.6698], [5.3477, 4.7718, 1.3592], [7.7906, 1.2490, -1.7143], [-4.9014, -2.3488, 2.5468], [2.5578, 4.4646, -3.0839], [8.3763, 1.5576, -3.6790], [6.0972, 1.5834, -3.0058]]}



{"formula": "C23H43Cl3FeN3O4Si", "method": "wB97M-V/def2-TZVPD", "energy_ev": -117039.92712, "fmax_ev_per_a": 3.35, "charge": 0, "homo_ev": [-8.53, -8.53], "orbital_gap_ev": [8.62, 6.01], "lumo_ev": [0.09, -2.51], "multiplicity": 6, "s2": 8.766, "relative_energy_kj_mol": 387.7, "symbols": ["H", "H", "C", "C", "H", "H", "C", "O", "O", "Si", "C", "H", "C", "H", "H", "C", "H", "H", "H", "C", "H", "N", "C", "H", "Cl", "C", "N", "H", "H", "H", "H", "C", "C", "C", "H", "H", "C", "Fe", "H", "H", "H", "H", "H", "H", "H", "C", "H", "H", "C", "H", "C", "H", "H", "C", "O", "C", "H", "H", "H", "H", "H", "H", "O", "Cl", "N", "C", "H", "H", "C", "C", "H", "H", "H", "H", "Cl", "C", "C", "H"], "coordinates": [[3.0700, 1.5296, 0.1546], [3.6874, -5.6316, -0.2829], [0.9145, -8.9317, 0.9668], [0.5200, -2.6715, 5.0941], [2.9884, 0.8980, -3.1192], [2.4305, -7.1617, -3.9916], [3.4891, -9.6106, 1.9189], [4.4473, 0.1916, 0.8462], [-0.0136, -0.8448, 3.0205], [2.3865, -4.3876, 1.6917], [1.0162, -9.6753, 2.1548], [5.0779, -1.2435, -0.8289], [-1.4504, -3.9542, 4.2179], [-1.8689, 4.3179, -0.5229], [3.5597, -6.6665, 1.0768], [3.6134, -5.6109, 0.8127], [0.2942, 3.3734, 2.8066], [-1.0001, -4.8518, 3.7773], [0.6765, -6.0123, 2.0370], [-0.6878, -1.8622, 3.1226], [3.5225, -2.7610, 0.3125], [-0.4426, 3.5723, 0.8320], [2.5032, 0.4790, -2.2212], [3.7777, -1.8865, -1.9425], [0.8938, -3.5578, 0.5661], [3.3479, -8.8740, 0.7332], [3.5096, 0.0711, -1.2470], [5.1599, -10.0947, -3.0767], [-1.6609, -4.1382, 5.2758], [1.8461, 1.2233, -1.7669], [0.1360, -9.8873, 2.7883], [2.0617, -8.5597, 0.2180], [3.0136, -6.7471, -3.1459], [2.3244, -10.0094, 2.5982], [2.9905, -2.1855, 1.9638], [-2.1079, 4.7255, 1.2080], [0.2324, 4.1320, 1.9944], [0.2158, -6.9953, -3.0272], [-2.3707, -3.7085, 3.6740], [4.9656, -0.6759, -2.5589], [-1.4969, -2.1327, 2.3962], [0.8226, -5.1495, 3.6436], [-0.3541, 5.0050, 2.3265], [4.5029, -9.8031, 2.3258], [1.2645, 4.4186, 1.7111], [4.5809, -9.2131, -3.3858], [0.1355, -2.9987, 6.0694], [-2.4814, 3.0824, 0.5838], [3.5139, -2.9550, 1.4153], [2.4459, -10.4197, 3.6034], [1.3682, -5.5288, 2.7663], [3.9543, -6.5540, -3.6715], [4.4939, -3.2554, 1.8118], [1.7965, -7.9327, -1.1709], [0.9078, -6.8730, -1.4450], [3.0208, -7.8017, -2.0690], [2.6124, -5.7783, -2.8334], [0.8386, -1.6155, 5.1411], [2.1035, -6.3166, 3.0445], [-0.0738, -8.6467, 0.5792], [1.3890, -3.3096, 4.8338], [4.2700, -8.5320, 0.2455], [1.3799, 2.3242, 0.3943], [0.2399, -6.9397, -5.2485], [-0.5478, -2.8064, 4.1068], [3.6880, 0.6266, -0.0180], [-0.4003, 2.2413, -0.7099], [3.8504, -9.5029, -4.1798], [0.2162, 2.6456, 0.1175], [3.8392, -8.8696, -2.1473], [1.9376, -0.4107, -2.5302], [4.6399, -5.3592, 1.1067], [5.2562, -8.3984, -3.7445], [1.0383, -8.6327, -1.4765], [-1.0981, -8.7082, -2.8125], [4.3977, -1.0073, -1.6651], [-1.8109, 3.9479, 0.5081], [3.7921, -9.6469, -1.3807]]}



> What is the charge in the second record?

+1